Computed, not measured: an isolated ion of composition C15H29BrN2O3P and charge +1 in a non-equilibrium geometry, with ωB97M-V with the def2-TZVPD basis set.

The molar mass comes out at 396.3 g/mol. As for the charge: +1. Its lowest unoccupied orbital energy is -3.9 eV. For the maximum force, the calculation gives 1.15 eV Å⁻¹. The HOMO energy is -12.55 eV.

Cartesian coordinates (Å):
C1 1.003 -3.748 1.256
C2 1.705 -2.389 1.241
C3 0.922 -1.127 1.692
Br1 -0.779 -1.552 2.539
C4 0.846 0.009 0.651
C5 -0.033 1.199 1.076
C6 -1.548 1.171 0.891
O1 -2.090 1.836 2.029
C7 -3.472 1.950 2.023
C8 -4.029 2.923 1.015
O2 -4.116 1.339 2.795
C9 2.286 0.554 0.469
C10 2.309 1.083 -0.975
P1 3.931 1.087 -1.991
N1 4.731 2.491 -1.484
O3 4.749 -0.073 -1.188
C11 1.335 0.150 -1.593
N2 0.575 -0.463 -0.763
C12 -0.353 -1.530 -1.214
C13 -1.774 -1.134 -1.692
C14 -2.855 -1.483 -0.654
C15 -1.866 0.286 -2.283
H1 1.619 -4.469 0.715
H2 0.888 -4.119 2.275
H3 0.016 -3.737 0.793
H4 2.570 -2.472 1.905
H5 2.123 -2.211 0.244
H6 1.474 -0.656 2.505
H7 0.145 1.302 2.151
H8 0.352 2.109 0.608
H9 -1.938 0.153 0.861
H10 -1.842 1.701 -0.022
H11 -4.620 2.377 0.276
H12 -3.255 3.503 0.515
H13 -4.706 3.598 1.541
H14 2.994 -0.274 0.528
H15 2.507 1.313 1.220
H16 1.870 2.088 -1.061
H17 4.391 3.344 -1.916
H18 4.820 2.638 -0.483
H19 5.170 0.184 -0.358
H20 1.263 -0.075 -2.654
H21 0.184 -2.003 -2.038
H22 -0.413 -2.257 -0.407
H23 -1.939 -1.817 -2.529
H24 -3.151 -2.529 -0.762
H25 -2.517 -1.366 0.377
H26 -3.754 -0.882 -0.801
H27 -1.116 0.979 -1.892
H28 -2.839 0.726 -2.058
H29 -1.774 0.272 -3.371